(1)
ORCA calculation (wB97M-V/def2-TZVPD) on a structure of composition C23H44FGaN5O4.

```
! wB97M-V def2-TZVPD RIJCOSX def2/J DEFGRID3
* xyz -1 1
C -3.467 1.586 -6.620
C -2.907 2.587 -5.616
C -2.727 2.006 -4.213
C -2.356 3.060 -3.153
Ga -0.955 2.480 -1.836
O -1.395 0.901 -0.929
C -1.522 -0.258 -1.668
C -0.955 -1.508 -0.922
C -1.926 -2.691 -0.880
O -0.558 -1.146 0.408
O 0.595 1.981 -2.781
C 1.621 2.914 -2.893
C 2.890 2.254 -3.418
C 3.192 0.957 -2.681
O 3.993 3.166 -3.335
C -0.549 3.756 -0.313
F 0.122 4.949 -0.735
C 0.251 3.115 0.818
C 0.876 4.113 1.794
H -4.528 1.391 -6.443
H -2.952 0.626 -6.531
H -3.356 1.925 -7.652
H -3.567 3.458 -5.551
H -1.932 2.944 -5.964
H -3.660 1.504 -3.930
H -1.965 1.223 -4.278
H -1.994 3.963 -3.658
H -3.249 3.355 -2.593
H -0.977 -0.200 -2.623
H -2.577 -0.468 -1.918
H -0.058 -1.813 -1.469
H -1.882 -3.195 0.085
H -1.681 -3.415 -1.658
H -2.953 -2.366 -1.050
H 0.398 -1.203 0.453
H 1.356 3.742 -3.569
H 1.880 3.377 -1.922
H 2.776 2.049 -4.485
H 4.228 0.662 -2.863
H 2.526 0.163 -3.013
H 3.036 1.083 -1.606
H 4.204 3.273 -2.401
H -1.502 4.108 0.104
H 1.035 2.459 0.427
H -0.453 2.459 1.341
H 1.667 4.684 1.319
H 1.318 3.590 2.647
H 0.121 4.806 2.175
C -0.599 0.140 3.299
C 0.740 0.703 3.395
N 1.811 1.112 3.463
H -1.301 0.769 3.845
H -0.901 0.083 2.249
H -0.607 -0.864 3.721
C -2.056 -5.887 2.597
C -3.195 -5.849 1.690
N -4.096 -5.834 0.981
H -2.344 -6.384 3.522
H -1.228 -6.434 2.151
H -1.717 -4.880 2.826
C 2.440 -2.382 2.586
C 1.355 -3.247 3.027
N 0.524 -3.932 3.420
H 2.996 -2.838 1.770
H 2.046 -1.419 2.264
H 3.116 -2.206 3.422
C -1.485 -8.647 5.942
C -0.548 -8.385 4.857
N 0.175 -8.159 3.997
H -2.376 -9.135 5.551
H -1.023 -9.294 6.685
H -1.771 -7.709 6.415
C 5.154 3.516 3.992
C 4.666 4.159 2.779
N 4.256 4.634 1.820
H 4.688 3.971 4.864
H 4.890 2.460 3.968
H 6.234 3.626 4.066
*
```

Summary:
- LUMO level: 0.064 hartree
- HOMO-LUMO gap: 6.5 eV



(2)
ORCA calculation (wB97M-V/def2-TZVPD) on a structure of composition C10H21MgNO5 at a distorted geometry.

```
! wB97M-V def2-TZVPD RIJCOSX def2/J DEFGRID3
* xyz 2 1
Mg 0.041 -0.062 -0.111
C -1.291 -2.410 -1.132
C -2.355 -1.270 -1.121
O -1.691 -0.057 -0.740
C -2.377 1.194 -0.903
C -1.303 2.308 -1.031
O -0.046 1.807 -0.541
C 1.148 2.270 -1.206
C 2.220 1.201 -0.996
O 1.552 -0.040 -1.266
C 2.228 -1.281 -1.015
C 1.169 -2.355 -1.270
O -0.043 -1.904 -0.630
H -1.152 -2.772 -2.150
H -1.623 -3.242 -0.513
H -3.158 -1.495 -0.419
H -2.784 -1.146 -2.116
H -3.030 1.369 -0.047
H -2.988 1.165 -1.805
H -1.606 3.184 -0.460
H -1.188 2.596 -2.076
H 1.475 3.228 -0.801
H 0.946 2.378 -2.274
H 2.595 1.212 0.033
H 3.049 1.362 -1.685
H 2.582 -1.314 0.022
H 3.072 -1.419 -1.690
H 1.488 -3.315 -0.865
H 0.998 -2.451 -2.344
C 1.245 0.348 3.837
C 0.120 0.059 2.904
N -1.095 -0.088 3.401
O 0.327 -0.035 1.665
H 0.964 0.230 4.880
H 1.581 1.374 3.679
H 2.083 -0.309 3.610
H -1.284 -0.035 4.389
H -1.870 -0.285 2.790
*
```

Summary:
- ΔE to the lowest compared entry with this formula, charge and spin: 0.481 eV
- LUMO level: -0.201 hartree
- HOMO-LUMO gap: 12.3 eV



Respective HOMO level values: -4.8, -17.7 eV.